No. 1
This record from OMol25 describes 11 unconnected molecules or ions with the total composition C26H81N6O11. The level of theory is ωB97M-V/def2-TZVPD.

The value obtained for the HOMO energy is -10.447 eV. As for the total charge: +1. As for the energy above the lowest of the compared OMol25 structures with the same formula, charge and spin: 145.5 kJ/mol.

```
124
C26H81N6O11 (ωB97M-V/def2-TZVPD)
O -1.1998 1.9833 3.7638
H -0.3483 2.0736 4.2058
H -0.9807 1.7788 2.7868
H -1.7157 1.2374 4.2249
O 2.1413 2.8792 2.5099
H 2.1091 2.6354 3.4399
H 2.9420 2.7621 1.9769
H 1.3210 2.4970 1.9768
C -1.3412 -0.3030 1.1885
C -0.0543 0.3611 0.7474
O 0.2809 1.4751 1.5468
H -1.5345 -1.2484 0.6886
H -2.1474 0.3472 0.8195
H -1.4681 -0.3283 2.2713
H -0.1538 0.6312 -0.3135
H 0.8447 -0.2771 0.7910
C 1.0752 -1.9647 -3.8517
C 1.3992 -0.6368 -4.5195
C 1.9611 0.3838 -3.5617
O 2.2375 1.5609 -4.3211
C 2.8817 2.5563 -3.5290
N 2.3482 -0.8641 -5.6008
H 0.3550 -1.8601 -3.0397
H 1.9974 -2.4725 -3.5678
H 0.6067 -2.6199 -4.5910
H 0.4764 -0.2071 -4.9380
H 2.9529 0.0865 -3.1886
H 1.3223 0.5355 -2.6812
H 3.0689 3.4232 -4.1548
H 3.8379 2.1451 -3.1877
H 2.1613 2.7122 -2.7196
H 1.9756 -1.4549 -6.3334
H 2.5918 0.0111 -6.0490
C 1.3854 -5.9728 1.4876
C 1.1659 -4.6685 2.2682
C -0.2939 -4.3400 2.4814
O -0.8688 -3.5148 1.4682
C -0.8908 -4.0930 0.1817
N 1.8668 -4.8304 3.5621
H 0.8762 -6.0473 0.5298
H 0.9980 -6.7732 2.1255
H 2.4356 -6.1903 1.2910
H 1.7577 -3.9243 1.7194
H -0.4947 -3.8013 3.4106
H -0.8860 -5.2555 2.6311
H -1.5114 -3.4474 -0.4406
H -1.1722 -5.1477 0.1803
H 0.0830 -4.0426 -0.3248
H 1.9278 -3.9034 3.9761
H 2.8309 -5.0896 3.3825
C 8.4370 -0.8901 1.6743
C 7.3713 -1.8465 1.1811
C 6.3163 -1.1302 0.3379
O 5.2054 -1.9982 0.1156
C 3.9838 -1.3484 0.1003
N 7.9602 -2.9110 0.3790
H 9.0031 -0.4881 0.8268
H 9.2180 -1.3894 2.2461
H 8.0043 -0.0622 2.2366
H 6.9154 -2.3877 2.0120
H 6.7673 -0.9212 -0.6357
H 5.9522 -0.2483 0.8779
H 3.1786 -2.0834 0.0279
H 3.7769 -0.7113 -0.7798
H 3.7360 -0.6635 0.9269
H 8.2762 -2.7306 -0.5608
H 7.4832 -3.7963 0.4016
C -3.0528 5.7886 1.2374
C -1.8632 4.8509 1.4525
C -0.9922 4.7395 0.2228
O -0.4086 5.9780 -0.1364
C -0.1709 6.0835 -1.5246
N -1.1578 5.0987 2.7008
H -3.6075 5.4234 0.3672
H -2.7215 6.7965 0.9890
H -3.7519 5.7930 2.0730
H -2.2804 3.8316 1.4690
H -1.4918 4.2096 -0.5884
H -0.1447 4.1083 0.5441
H 0.1809 5.1119 -1.8852
H 0.6184 6.7994 -1.7540
H -1.0518 6.3879 -2.0934
H -1.7771 5.4563 3.4153
H -0.3923 5.7584 2.6375
C -4.3823 -2.1421 1.5453
C -4.2739 -3.0564 2.7541
C -4.4721 -4.5309 2.4560
O -5.7648 -4.7096 1.9588
C -6.0844 -6.0857 1.7568
N -3.0124 -2.7513 3.4666
H -5.2650 -2.3022 0.9295
H -3.5555 -2.3762 0.8624
H -4.3150 -1.1053 1.8714
H -5.0440 -2.7127 3.4527
H -4.3565 -5.0498 3.4253
H -3.6883 -4.9652 1.8138
H -7.1097 -6.1273 1.4039
H -5.9357 -6.6500 2.6790
H -5.4200 -6.4315 0.9579
H -2.2821 -2.9705 2.7796
H -2.8633 -3.4076 4.2290
C -2.5700 4.6946 -5.9753
C -3.3585 3.6645 -5.1641
C -3.1884 3.8314 -3.6655
O -1.8361 3.9422 -3.2879
C -1.1397 2.7477 -2.9838
N -4.7700 3.6739 -5.5275
H -2.8276 4.6187 -7.0306
H -1.4962 4.7069 -5.7943
H -2.9048 5.6970 -5.6755
H -2.9788 2.6640 -5.4053
H -3.7437 3.0382 -3.1487
H -3.6169 4.7803 -3.3208
H -1.2934 1.9613 -3.7285
H -1.5711 2.4375 -2.0236
H -0.0778 2.9655 -2.9197
H -5.1647 4.5682 -5.2521
H -4.9450 3.5742 -6.5174
O -2.1184 -0.1623 4.8998
H -2.5362 -0.2889 5.7582
H -2.5395 -0.8240 4.3146
O 1.3572 -0.4713 3.7493
H 1.4512 0.3371 4.2566
H 1.0194 -0.1881 2.8855
```

No. 2
This record from OMol25 describes C21H27N3O4S in the gas phase. The level of theory is ωB97M-V/def2-TZVPD.

Its structure (SMILES) is CCN(CC)S(=O)(=O)c1ccc(NC(=O)C[C@@H](NC(C)=O)c2ccccc2)cc1. The value obtained for the HOMO energy is -8.060 eV. As for the total charge: 0. As for the energy above the lowest of the compared OMol25 structures with the same formula, charge and spin: 2285.0 kJ/mol.

```
56
C21H27N3O4S (ωB97M-V/def2-TZVPD)
C -3.4181 -2.0712 3.9841
C -2.3421 -1.8026 4.9703
N -1.2476 -0.8679 4.3843
C 0.1058 -1.6916 4.1772
C 0.1233 -2.3390 2.8622
S -1.0604 0.5964 4.4987
O -2.2443 0.9943 4.8965
O -0.1411 0.9972 5.2863
C -0.9011 1.1117 2.7689
C -1.7060 0.7656 1.8846
C -1.5272 0.9150 0.4262
C -0.3832 1.7780 0.0853
N 0.1928 2.2379 -0.9853
C -0.4491 1.8426 -2.2464
O -1.7492 1.2072 -2.2783
C 0.3105 2.2072 -3.4754
C 1.2492 1.1419 -3.9453
N 2.6057 1.0231 -3.1556
C 2.7880 2.0391 -2.3517
C 4.5367 1.7113 -1.7512
O 2.5258 3.0450 -1.7962
C 0.5343 0.0041 -4.0332
C 0.0039 -0.5758 -5.1429
C -0.5636 -1.6360 -5.2115
C -0.6336 -2.5002 -4.1055
C -0.1921 -2.3138 -2.9157
C 0.4029 -0.8083 -2.8654
C 0.6104 2.3419 1.2995
C 0.3008 1.6791 2.5621
H -3.1583 -2.4819 3.1504
H -4.0149 -1.1141 3.8169
H -4.1465 -2.8483 4.4103
H -2.5861 -1.2879 5.8848
H -1.8586 -2.8406 5.3957
H 0.1930 -2.4870 4.8481
H 0.6337 -0.9707 4.2529
H -0.8264 -3.2322 2.6443
H 1.0695 -2.9110 2.3668
H -0.2590 -1.7073 1.9221
H -2.6277 0.2296 2.2553
H -2.1859 0.8184 -0.3931
H 1.0547 2.7726 -1.1604
H 0.6780 3.3250 -3.3191
H -0.3765 2.2785 -4.3807
H 1.6568 1.5844 -5.0136
H 2.9110 0.2789 -3.3710
H 4.2324 0.4930 -1.3095
H 4.9778 2.2674 -1.1668
H 5.1755 1.4431 -2.6021
H 0.2423 -0.0908 -6.1557
H -0.9385 -2.1219 -6.0163
H -1.1556 -3.6536 -4.2548
H -0.1521 -2.7866 -2.0521
H 1.1912 -0.7484 -1.8951
H 1.6352 2.6407 0.9756
H 0.9039 2.1185 3.3404
```

No. 3
This record from OMol25 describes 2 unconnected molecules or ions with the total composition C4H9NO. The level of theory is ωB97M-V/def2-TZVPD.

Its structure (SMILES) is C=CN.CC=O. The value obtained for the HOMO energy is -7.600 eV. As for the total charge: 0. As for the energy above the lowest of the compared OMol25 structures with the same formula, charge and spin: 281.3 kJ/mol.

```
15
C4H9NO (ωB97M-V/def2-TZVPD)
C 0.2460 -2.9505 1.9474
C -0.3465 -1.8561 1.4174
N -0.3668 -1.4176 0.1138
H 0.5060 -3.8367 1.3568
H 0.7960 -2.9602 2.8785
H -0.8811 -1.1410 2.0451
H 0.0779 -1.9997 -0.5810
H -0.2913 -0.4265 0.0114
C 0.5824 2.5886 -1.5603
C -0.7018 2.0435 -1.0079
O -1.0961 0.9783 -1.4171
H 1.3272 1.8021 -1.5801
H 0.5037 3.2291 -2.4309
H 1.0112 3.3018 -0.8237
H -1.3670 2.6448 -0.3695
```

No. 4
This record from OMol25 describes a molecular structure, C29H25N3O8S2Y. The level of theory is ωB97M-V/def2-TZVPD.

The value obtained for the HOMO energy is -5.279 eV. As for the total charge: -1. As for the energy above the lowest of the compared OMol25 structures with the same formula, charge and spin: 0.0 kJ/mol.

```
68
C29H25N3O8S2Y (ωB97M-V/def2-TZVPD)
Y -0.0574 0.2145 0.2097
C 4.7882 -1.4126 0.9025
C 4.6100 -0.2493 -0.0484
C 5.6980 0.1137 -0.8016
C 5.5576 1.0670 -1.8278
C 4.3387 1.7361 -1.9339
C 3.2748 1.4621 -1.0612
C 2.0658 2.3172 -1.2906
C 3.3821 0.4857 -0.0938
N 2.3825 0.1890 0.8296
C 2.6205 0.5788 2.1271
O 3.5224 1.3312 2.5312
C 1.5893 -0.0064 3.0379
C 1.7531 0.0049 4.4095
C 0.8533 -0.7339 5.1728
C -0.2094 -1.3805 4.5509
C -0.3262 -1.2665 3.1839
N 0.4858 -0.4983 2.4590
C -1.3684 -2.0753 2.4681
O -2.0286 -2.9308 3.1016
N -1.4984 -1.7675 1.1837
C -2.5022 -2.4620 0.4800
C -2.1159 -3.4066 -0.4754
C -0.6694 -3.7297 -0.6380
C -3.1088 -3.9872 -1.2644
C -4.4599 -3.6758 -1.1001
C -4.8635 -2.8168 -0.0483
C -3.8707 -2.2490 0.7699
C -4.2592 -1.2946 1.8584
H 5.5731 -2.1091 0.5021
H 3.8682 -1.9829 1.0719
H 5.1662 -1.0355 1.8497
H 6.6776 -0.3319 -0.6411
H 6.3986 1.2346 -2.5019
H 4.1629 2.4998 -2.6878
H 2.3341 3.3874 -1.3003
H 0.5657 2.9939 -0.0012
H 1.6004 2.0401 -2.2508
H 2.5885 0.5144 4.8721
H 0.9772 -0.8187 6.2610
H -0.8598 -2.0404 5.1200
H -0.2174 -4.0277 0.3214
H -0.0836 -2.8698 -1.0191
H -0.5113 -4.5712 -1.3463
H -2.8129 -4.6780 -2.0481
H -5.1860 -4.0137 -1.8326
H -5.9332 -2.6125 0.1162
H -5.3588 -1.1677 1.8455
H -3.8664 -0.2869 1.7333
H -3.8663 -1.6495 2.8336
O -2.1533 -0.1424 -0.9500
S -1.6178 0.3192 -2.2495
O -2.2162 -0.3029 -3.3903
O -0.0915 0.1763 -2.1052
C -1.8483 2.0618 -2.5108
C -1.5983 2.3925 -3.8339
C -1.5615 3.7354 -4.1955
C -1.8448 4.7580 -3.2804
C -2.1549 4.4256 -1.9704
C -2.0174 3.0993 -1.5779
S -1.8004 3.1196 0.2663
O -0.5384 3.9365 0.2886
O 1.0822 2.1355 -0.2530
O -1.4465 1.7226 0.7996
H -1.3898 1.5991 -4.5376
H -1.3922 3.9632 -5.2338
H -1.8524 5.7705 -3.6518
H -2.3597 5.1983 -1.2042
```